A structure of composition C19H42F7NiSbSi4Te. Source: the OMol25 dataset; level of theory: the ωB97M-V functional and the def2-TZVPD basis.

CARTESIAN COORDINATES (ANGSTROEM)
Ni (-1.62109, 1.16623, -0.40614)
C (-3.27999, 2.24693, 0.67146)
C (-3.47519, 2.84153, -0.59214)
C (-2.29159, 3.56413, -0.93104)
C (-1.36599, 3.42703, 0.12346)
C (-1.96279, 2.58693, 1.12526)
C (-1.50009, 2.43463, 2.54256)
C (-0.06919, 4.16773, 0.22956)
C (-2.10419, 4.43103, -2.13424)
C (-4.72089, 2.84263, -1.41834)
C (-4.27539, 1.49203, 1.49566)
H (-1.90379, 1.52213, 2.97126)
H (-1.84629, 3.28523, 3.13746)
H (-0.41549, 2.39423, 2.60286)
H (0.38621, 4.27403, -0.75434)
H (0.63071, 3.65133, 0.88546)
H (-0.23889, 5.16943, 0.63106)
H (-2.00309, 5.47793, -1.83454)
H (-2.95159, 4.34433, -2.80894)
H (-1.20059, 4.16323, -2.68214)
H (-4.49769, 2.61083, -2.46124)
H (-5.18939, 3.83113, -1.38114)
H (-5.43829, 2.11223, -1.05074)
H (-3.85949, 0.52893, 1.78746)
H (-5.18789, 1.30813, 0.93336)
H (-4.52199, 2.04983, 2.40276)
C (1.35691, -4.75537, 0.01566)
Si (0.20311, -3.25287, -0.34014)
C (-1.36689, -3.60567, 0.69256)
C (-0.25099, -3.32397, -2.19064)
Si (1.44731, -1.24687, 0.15766)
Te (0.74131, 0.83503, -1.09444)
Si (3.73511, -1.50627, -0.54374)
C (4.69381, 0.14113, -0.30774)
C (4.77461, -2.82907, 0.39886)
C (3.86591, -1.94397, -2.40794)
Si (1.35871, -0.86747, 2.52136)
C (2.42931, -2.21427, 3.37356)
C (2.16951, 0.80183, 3.02886)
C (-0.37639, -1.00707, 3.31586)
H (0.79821, -5.68297, -0.06424)
H (1.76941, -4.71167, 1.01786)
H (2.18491, -4.81287, -0.68214)
H (-1.91699, -4.45747, 0.29936)
H (-2.02539, -2.74687, 0.66266)
H (-1.13279, -3.81457, 1.73226)
H (-0.62259, -4.29767, -2.49634)
H (0.60341, -3.08237, -2.81504)
H (-1.02909, -2.59937, -2.40814)
H (4.75221, 0.40843, 0.74306)
H (4.16321, 0.93913, -0.81964)
H (5.70891, 0.10353, -0.69594)
H (5.14841, -2.44527, 1.34346)
H (5.63561, -3.13497, -0.18874)
H (4.19501, -3.71937, 0.61746)
H (3.24211, -1.26607, -2.98244)
H (3.52011, -2.95447, -2.60394)
H (4.88121, -1.86497, -2.78994)
H (3.44771, -2.21457, 3.00536)
H (2.01961, -3.20207, 3.19926)
H (2.46731, -2.06277, 4.44776)
H (3.23841, 0.78813, 2.83836)
H (2.02771, 1.02733, 4.08336)
H (1.74881, 1.62183, 2.45536)
H (-0.51679, -1.97507, 3.78846)
H (-1.12589, -0.90207, 2.54026)
H (-0.56369, -0.24067, 4.06186)
F (-1.87449, -0.51527, 0.51186)
F (-2.34549, 0.56293, -2.30144)
Sb (-1.51019, 0.66923, -4.05214)
F (-2.60579, -0.81547, -4.49734)
F (-2.88779, 1.88563, -4.57704)
F (-0.78749, 0.74723, -5.80294)
F (-0.39829, 2.17003, -3.62184)
F (-0.08679, -0.55347, -3.65344)

Forces on atoms 1 to 3 (eV/Å):
-1.1 0.4 0.4
0.2 0.1 0.1
0.4 0.2 0.1

Multiplicity: 4
LUMO energy (alpha / beta) (eV): 2.46 / 0.44
F_max (hartree/bohr): 0.0275
Charge: -1
HOMO (alpha / beta) (eV): -4.579 / -5.241
Frontier orbital gap (alpha / beta) (eV): 7.04 / 5.68


An isolated molecule of C5H9NO. Source: the OMol25 dataset; level of theory: the ωB97M-V functional and the def2-TZVPD basis.

CARTESIAN COORDINATES (ANGSTROEM)
C (-1.24026, 1.26782, 0.97990)
C (-1.29778, -0.23431, 0.79981)
O (-2.11176, -0.92172, 1.38379)
C (-0.52406, -0.94230, -0.33744)
C (0.75009, -1.23112, 0.38456)
N (0.75662, -0.53849, -0.81906)
C (1.52625, 0.34144, -1.66809)
H (-1.64904, 1.53695, 1.95541)
H (-0.26984, 1.75552, 0.83442)
H (-1.93150, 1.63177, 0.20879)
H (-1.15194, -1.57618, -0.95261)
H (1.40483, -2.08380, 0.59147)
H (0.33018, -0.60501, 1.42691)
H (1.82011, 1.28852, -1.20014)
H (0.93795, 0.55750, -2.56736)
H (2.44075, -0.17598, -2.00486)

Forces on atoms 1 to 3 (eV/Å):
0.0 0.1 0.1
-1.5 0.2 -1.3
0.4 0.4 0.0

SMILES: CC(=O)[C@@H]1CN1C
LUMO energy (eV): 0.85
F_max (hartree/bohr): 0.0703
HOMO (eV): -8.369
Frontier orbital gap (eV): 9.22


A structure of composition F8Li3N4O16S8. Source: the OMol25 dataset; level of theory: the ωB97M-V functional and the def2-TZVPD basis.

CARTESIAN COORDINATES (ANGSTROEM)
Li (-15.65100, 12.23588, -10.09702)
Li (-13.43089, 7.73382, -10.98679)
Li (-14.90867, 9.77824, -11.46485)
N (-19.42145, 11.68914, -10.20084)
S (-18.51386, 10.30446, -9.78895)
O (-17.08758, 10.51615, -9.98010)
O (-19.03798, 8.99112, -9.94751)
F (-18.66700, 10.55266, -8.20415)
S (-20.36920, 11.07581, -11.31305)
O (-21.74772, 10.84699, -10.98753)
O (-19.69855, 10.25777, -12.28790)
F (-20.54371, 12.46637, -12.10962)
N (-15.14461, 11.68855, -11.90739)
S (-16.38940, 11.78308, -13.07091)
O (-16.07941, 12.13208, -14.43298)
O (-17.46594, 12.49728, -12.45149)
F (-16.93954, 10.29783, -13.09463)
S (-14.20635, 12.81162, -12.59541)
O (-14.70785, 14.13596, -12.37220)
O (-13.52124, 12.37582, -13.75499)
F (-13.05252, 12.77350, -11.47357)
N (-14.28666, 8.28597, -12.70646)
S (-13.01298, 8.50967, -13.84132)
O (-13.14596, 9.46644, -14.89070)
O (-12.16780, 7.36979, -14.04862)
F (-12.26914, 9.38160, -12.71051)
S (-15.15098, 7.50258, -13.79055)
O (-14.77686, 6.12791, -13.99640)
O (-15.61711, 8.24641, -14.92339)
F (-16.48670, 7.45304, -12.92252)
N (-14.51321, 8.92390, -9.68750)
S (-14.95380, 8.38810, -8.28337)
O (-15.75131, 9.27924, -7.48153)
O (-14.04857, 7.52720, -7.56536)
F (-16.04692, 7.40924, -8.89019)
S (-13.55137, 10.16318, -8.94928)
O (-12.45458, 9.91420, -8.06705)
O (-14.15085, 11.48066, -8.87673)
F (-12.69405, 10.35919, -10.28913)

Forces on atoms 1 to 3 (eV/Å):
-0.6 -0.3 0.5
0.2 -0.2 0.0
-0.7 0.2 -0.4

LUMO energy (eV): 0.32
F_max (hartree/bohr): 0.1542
Charge: -1
HOMO (eV): -7.371
Frontier orbital gap (eV): 7.69


A structure of composition C18H24NO. Source: the OMol25 dataset; level of theory: the ωB97M-V functional and the def2-TZVPD basis.

CARTESIAN COORDINATES (ANGSTROEM)
C (-2.72118, -0.89497, -4.83232)
O (-2.67232, -1.70564, -3.63950)
C (-1.54450, -1.68779, -2.88397)
C (-1.57950, -2.42987, -1.67613)
C (-0.56038, -2.29460, -0.76289)
C (0.53188, -1.42002, -0.99746)
C (1.32552, -0.98948, 0.16776)
C (2.75954, -0.61508, 0.08449)
C (3.66470, -1.13832, 1.03623)
C (4.95097, -0.61766, 1.15535)
C (5.38820, 0.38781, 0.28032)
C (4.52298, 0.86309, -0.71251)
C (3.21215, 0.38297, -0.79778)
C (0.67335, -0.89507, -2.30030)
C (-0.38410, -0.93859, -3.20199)
H (-3.68754, -1.13874, -5.27298)
H (-2.67530, 0.17561, -4.58824)
H (-1.90978, -1.15568, -5.52561)
H (-2.44967, -3.05077, -1.47545)
H (-0.59477, -2.85247, 0.17476)
H (1.14546, -1.65876, 1.01371)
H (3.31993, -1.93707, 1.69839)
H (5.61678, -0.99115, 1.93587)
H (6.39466, 0.79811, 0.37607)
H (4.85630, 1.62508, -1.41854)
H (2.52061, 0.82501, -1.51438)
H (1.60052, -0.41921, -2.61321)
H (-0.33836, -0.37738, -4.14031)
C (-3.67065, 2.57334, 3.84025)
C (-3.03968, 1.46505, 3.00706)
C (-1.67598, 1.81844, 2.42537)
C (-1.07468, 0.64726, 1.63725)
N (0.23883, 0.93347, 1.11355)
H (-4.62797, 2.23321, 4.24166)
H (-3.03312, 2.85216, 4.68444)
H (-3.85825, 3.46896, 3.24069)
H (-2.93272, 0.56474, 3.62458)
H (-3.71505, 1.20189, 2.18389)
H (-1.76775, 2.68144, 1.75224)
H (-0.98444, 2.09433, 3.23347)
H (-1.07104, -0.26284, 2.27361)
H (-1.71794, 0.42898, 0.76740)
H (0.86392, 1.29958, 1.82802)
H (0.70040, 0.15066, 0.57717)

Forces on atoms 1 to 3 (eV/Å):
0.0 -0.1 0.0
1.4 0.1 0.7
-0.7 0.5 -0.1

LUMO energy (eV): -5.71
F_max (hartree/bohr): 0.1170
Charge: +1
HOMO (eV): -12.119
Frontier orbital gap (eV): 6.41


A structure of composition C36H42AsN6O2S2Zr. Source: the OMol25 dataset; level of theory: the ωB97M-V functional and the def2-TZVPD basis.

CARTESIAN COORDINATES (ANGSTROEM)
Zr (0.54901, -0.35777, 0.11795)
N (2.55390, -0.76030, 4.30802)
C (1.78293, -0.81006, 3.19155)
S (2.64111, -0.79733, 1.68026)
N (0.48734, -0.81809, 3.39073)
N (-0.23816, -0.87715, 2.22439)
C (-1.40013, -1.40811, 2.33116)
C (-2.20321, -1.64423, 1.13473)
C (-3.43637, -2.27031, 1.20322)
C (-4.11742, -2.52964, 0.02127)
C (-3.53953, -2.16027, -1.17678)
C (-2.30502, -1.52309, -1.15727)
N (-1.65364, -1.25996, -0.03162)
H (3.53497, -0.95290, 4.20925)
H (2.11375, -0.99375, 5.18379)
H (-1.73628, -1.77646, 3.29575)
H (-3.84401, -2.55679, 2.16239)
H (-5.08163, -3.01775, 0.04304)
H (-4.02519, -2.34759, -2.12332)
H (-1.82563, -1.21224, -2.07492)
C (-2.36062, -6.91625, -3.87431)
C (-1.48412, -5.97117, -3.10904)
C (-0.82228, -6.40221, -1.95631)
C (0.00228, -5.55234, -1.24564)
C (0.15944, -4.23874, -1.68108)
C (-0.48366, -3.78937, -2.81805)
C (-1.29744, -4.66097, -3.52932)
S (1.18920, -3.18729, -0.71650)
O (0.41980, -2.78483, 0.47475)
O (2.43747, -3.85375, -0.52978)
N (1.27142, -1.76066, -1.43762)
C (2.27134, -1.50929, -2.38438)
C (2.72472, -2.38013, -3.33768)
C (3.75029, -1.98094, -4.22422)
C (4.29595, -0.73281, -4.15432)
C (3.84088, 0.18556, -3.17710)
C (4.36092, 1.48856, -3.03592)
C (3.85436, 2.30292, -2.06378)
C (2.83423, 1.81435, -1.22973)
N (2.32416, 0.60380, -1.31269)
C (2.82373, -0.21088, -2.28881)
H (-1.79275, -7.78362, -4.21298)
H (-2.79674, -6.43684, -4.74884)
H (-3.17300, -7.28513, -3.24709)
H (-0.94826, -7.42409, -1.62234)
H (0.52904, -5.90339, -0.36892)
H (-0.33340, -2.77471, -3.16317)
H (-1.78508, -4.31649, -4.43281)
H (2.32049, -3.37987, -3.41196)
H (4.09906, -2.68534, -4.96578)
H (5.07998, -0.42795, -4.83411)
H (5.15236, 1.82244, -3.69460)
H (4.21654, 3.31000, -1.91610)
H (2.42130, 2.46348, -0.47376)
C (-2.36090, 3.05578, -1.54123)
C (-1.83764, 2.16051, -0.41696)
C (-3.00686, 1.46122, 0.26298)
C (-0.68228, 1.27345, -0.92892)
H (-3.11360, 3.76190, -1.18599)
H (-2.81918, 2.45056, -2.32763)
H (-1.55084, 3.62475, -1.99936)
H (-1.41908, 2.82514, 0.35107)
H (-3.52325, 0.76734, -0.40366)
H (-3.74377, 2.19999, 0.58455)
H (-2.69454, 0.90934, 1.15014)
H (0.06655, 1.96909, -1.33762)
H (-1.03259, 0.73024, -1.82716)
C (0.93107, 4.00400, 0.85978)
As (0.98658, 2.22268, 1.67157)
C (2.60885, 2.48521, 2.70456)
C (-0.40792, 2.34821, 3.07016)
C (-0.65865, 3.73696, 3.56800)
C (0.12077, 4.28398, 4.58365)
C (-0.08084, 5.59141, 5.00248)
C (-1.06806, 6.36714, 4.41392)
C (-1.85782, 5.82712, 3.40974)
C (-1.65356, 4.52179, 2.99069)
H (0.80783, 4.72805, 1.66550)
H (0.12614, 4.12892, 0.14096)
H (1.87863, 4.21778, 0.36483)
H (2.59682, 3.49577, 3.11501)
H (3.48055, 2.35277, 2.06512)
H (2.65703, 1.75476, 3.50900)
H (-0.06250, 1.67864, 3.85967)
H (-1.31636, 1.90674, 2.65639)
H (0.88340, 3.67792, 5.05825)
H (0.53003, 6.00094, 5.79562)
H (-1.22923, 7.38408, 4.74423)
H (-2.63751, 6.42317, 2.95465)
H (-2.27568, 4.10438, 2.20642)

Forces on atoms 1 to 3 (eV/Å):
0.2 -0.1 -0.3
-0.1 -0.1 0.0
0.3 0.2 0.1

LUMO energy (eV): -3.40
F_max (hartree/bohr): 0.0082
Charge: +1
HOMO (eV): -10.464
Frontier orbital gap (eV): 7.06


A cluster of 2 separate species, C5H8N2O in total. Source: the OMol25 dataset; level of theory: the ωB97M-V functional and the def2-TZVPD basis.

CARTESIAN COORDINATES (ANGSTROEM)
C (1.01670, 0.45787, 0.54797)
C (-0.15903, -0.01841, 1.31493)
N (-2.14928, 1.10525, -0.43072)
C (-1.15623, -0.76348, 0.44078)
O (0.89220, 1.37134, -0.33720)
N (-2.02698, -0.25166, -0.32687)
C (2.21044, -0.38640, -1.51524)
C (1.83395, -1.50180, -1.16658)
H (1.64008, 0.95219, -1.19328)
H (2.01094, 0.22456, 0.92216)
H (-1.28641, 1.64100, -0.42782)
H (-2.72550, 1.32951, -1.22780)
H (0.16741, -0.66315, 2.12990)
H (-0.66099, 0.86183, 1.74455)
H (-1.17093, -1.84257, 0.52377)
H (1.56364, -2.51608, -0.99855)

Forces on atoms 1 to 3 (eV/Å):
-0.2 2.2 -0.2
-0.2 0.0 -0.1
0.1 0.0 0.0

LUMO energy (eV): -0.69
F_max (hartree/bohr): 0.0430
HOMO (eV): -9.266
Frontier orbital gap (eV): 8.58


A structure of composition C9H9CoNO13P2. Source: the OMol25 dataset; level of theory: the ωB97M-V functional and the def2-TZVPD basis.

CARTESIAN COORDINATES (ANGSTROEM)
Co (0.00465, -0.58500, 1.01872)
O (2.62363, -3.54652, 2.11400)
P (2.60042, -2.11309, 1.41264)
O (3.78114, -1.90917, 0.57909)
O (1.19758, -1.96957, 0.77990)
O (2.57905, -1.09139, 2.67979)
P (1.36577, -0.83853, 3.69310)
O (1.04195, -2.34027, 4.22308)
O (1.74993, 0.03464, 4.80514)
O (0.14013, -0.45453, 2.85039)
H (1.91995, -3.61402, 2.77611)
H (1.33542, -2.40930, 5.13741)
O (-3.50963, -1.78946, -0.11860)
C (-2.34555, -1.44771, -0.15305)
O (-1.43534, -1.73281, 0.72372)
C (-1.83685, -0.60876, -1.31089)
C (-2.68877, 0.30014, -1.92688)
C (-2.21469, 1.13516, -2.92046)
C (-0.88383, 1.03121, -3.29723)
C (-0.02454, 0.11034, -2.73116)
C (-0.51592, -0.71901, -1.73392)
N (-0.37289, 1.92795, -4.34791)
O (0.79440, 1.82385, -4.66577)
O (-1.15603, 2.70611, -4.85837)
H (-3.71665, 0.34592, -1.59435)
H (-2.84801, 1.86579, -3.40123)
H (0.99961, 0.04479, -3.06789)
H (0.13289, -1.48977, -1.31781)
C (0.22924, 3.14561, 0.58953)
C (0.13520, 1.66721, 0.73797)
O (1.15756, 0.92057, 0.69552)
O (-0.96929, 1.08517, 0.92211)
H (1.20921, 3.41798, 0.20734)
H (0.08186, 3.59856, 1.57094)
H (-0.56159, 3.49790, -0.07097)

Forces on atoms 1 to 3 (eV/Å):
0.0 0.1 -0.5
0.1 -0.1 0.0
0.0 0.0 -0.1

LUMO energy (alpha / beta) (eV): 1.19 / 1.18
F_max (hartree/bohr): 0.0126
Charge: -1
HOMO (alpha / beta) (eV): -7.362 / -7.338
Frontier orbital gap (alpha / beta) (eV): 8.55 / 8.52


An isolated molecule of C5H9NO. Source: the OMol25 dataset; level of theory: the ωB97M-V functional and the def2-TZVPD basis.

CARTESIAN COORDINATES (ANGSTROEM)
C (-2.34589, 0.39189, 0.08366)
C (-0.89017, 0.53415, 0.46556)
C (-0.14148, -1.04240, -0.02755)
O (-0.05913, -1.99164, 0.66834)
C (0.47218, -0.26264, -1.10156)
N (1.73232, 0.05870, -1.11372)
C (2.51677, -0.12077, 0.09296)
H (-2.76268, -0.56100, 0.42254)
H (-2.94511, 1.18780, 0.53740)
H (-2.47959, 0.45224, -1.00101)
H (-0.72585, 0.45783, 1.54160)
H (-0.46823, 1.49609, 0.17409)
H (-0.15763, -0.11286, -1.98012)
H (3.53917, 0.20982, -0.10258)
H (2.13506, 0.47559, 0.93295)
H (2.58028, -1.17280, 0.40744)

Forces on atoms 1 to 3 (eV/Å):
-0.4 0.2 0.1
-0.5 -2.2 1.4
0.1 4.9 1.0

SMILES: CCC(=O)/C=N\C
LUMO energy (eV): 0.34
F_max (hartree/bohr): 0.0980
HOMO (eV): -8.423
Frontier orbital gap (eV): 8.76


Ordered energy results: -4623.1229 -325.7754 -5430.0616 -829.9435 -4955.1833 -379.8440 -3447.0820 -325.7997; unit Ha.
Ordered energy above the lowest of the compared OMol25 structures with the same formula, charge and spin results: 0.0 101.8 89.1 81.7 11.0 153.2 6.5 86.5; unit kcal per mole.